--- 1 ---
68
Properties=species:S:1:pos:R:3 method="wB97M-V/def2-TZVPD" lumo_energy_ev=-0.7 homo_energy_ev=-6.01 homo_lumo_gap_ev=5.27
Ba 0.51689 0.51974 0.01238
C 3.99149 0.18143 2.51259
N 3.16749 -1.00175 2.67591
C 1.87018 -1.02742 3.05973
Se 0.76552 0.40172 3.42293
N 1.51031 -2.32696 3.13434
C 2.57358 -3.15419 2.80394
C 2.70166 -4.53074 2.72998
C 3.94159 -5.02206 2.35748
C 5.00933 -4.16791 2.06650
C 4.87526 -2.79094 2.13783
C 3.63414 -2.30401 2.51442
H 3.39188 1.05237 2.76013
H 4.32722 0.26245 1.47995
H 4.84897 0.12366 3.18271
H 0.56449 -2.60603 3.33252
H 1.86935 -5.18920 2.93643
H 4.08292 -6.09107 2.27715
H 5.95852 -4.59150 1.76834
H 5.69754 -2.12976 1.90127
O 2.89028 1.53603 -0.34133
C 2.48546 2.18754 -1.33913
O 1.29701 2.19707 -1.75352
C 3.50027 3.00687 -2.10008
C 4.83804 2.95919 -1.73799
C 5.75331 3.69981 -2.46163
C 5.38673 4.49263 -3.53073
C 4.04607 4.51922 -3.86068
C 3.09555 3.79041 -3.17101
N 3.61964 5.35796 -4.99908
O 4.47904 5.97638 -5.59095
O 2.43578 5.38150 -5.26163
N 7.17959 3.64399 -2.08233
O 7.95916 4.30285 -2.73744
O 7.47661 2.95701 -1.12734
H 5.15237 2.34795 -0.90579
H 6.11440 5.06441 -4.08505
H 2.05504 3.81932 -3.45778
C -0.27356 -4.00229 0.42162
Si 0.61199 -2.75596 -0.75122
C 2.30934 -3.60028 -1.02457
C -0.27702 -3.15836 -2.40406
H -0.21469 -5.02469 0.03017
H -1.33205 -3.75047 0.53701
H 0.16787 -4.01251 1.42280
H 2.18156 -4.65331 -1.30368
H 2.93996 -3.56702 -0.13297
H 2.86321 -3.10919 -1.82998
H -0.23195 -4.23207 -2.62110
H 0.18260 -2.63178 -3.24535
H -1.33205 -2.86961 -2.37713
O -1.85681 1.92464 0.89869
C -2.80064 1.48585 0.28260
O -2.64316 0.52502 -0.62137
C -4.23325 1.96034 0.45900
N -5.07985 1.32196 -0.56313
C -5.46384 2.38282 -1.51523
C -5.53765 3.65532 -0.67842
C -4.35557 3.49430 0.28177
H -4.53313 1.64420 1.45925
H -5.90419 0.91962 -0.13884
H -3.55575 0.35077 -0.96944
H -6.39270 2.11904 -2.01666
H -4.68498 2.47245 -2.27693
H -6.48002 3.68241 -0.12689
H -5.47035 4.56282 -1.27649
H -4.50587 3.99682 1.23380
H -3.44040 3.89515 -0.15503

---

--- 2 ---
68
Properties=species:S:1:pos:R:3 method="wB97M-V/def2-TZVPD" lumo_energy_ev=-1.0 homo_energy_ev=-5.91 homo_lumo_gap_ev=4.94
Ba -1.16743 -0.48260 0.53089
C -1.61456 3.46826 4.41083
N -0.80033 2.33833 4.80049
C -1.12409 1.02996 4.63912
Se -2.68388 0.34118 3.95800
N -0.10087 0.31102 5.14367
C 0.88369 1.14408 5.65203
C 2.09551 0.89197 6.27295
C 2.84245 1.99355 6.65903
C 2.39467 3.29797 6.43107
C 1.18084 3.54640 5.80907
C 0.43723 2.44172 5.42702
H -2.56327 3.08860 4.04168
H -1.11512 4.04051 3.62820
H -1.78889 4.11220 5.27270
H -0.07559 -0.69760 5.08491
H 2.44676 -0.11736 6.43639
H 3.79708 1.83950 7.14333
H 3.00905 4.13096 6.74489
H 0.83301 4.55498 5.63074
O 0.35548 0.68266 -1.32778
C 0.60017 -0.42837 -1.87140
O 0.21525 -1.53809 -1.43102
C 1.35282 -0.41210 -3.18014
C 2.09507 0.70141 -3.54757
C 2.74956 0.69223 -4.76516
C 2.67632 -0.37217 -5.64223
C 1.91195 -1.45312 -5.25124
C 1.26072 -1.50346 -4.03271
N 1.77365 -2.58839 -6.18276
O 2.58939 -2.68304 -7.07368
O 0.84743 -3.34935 -5.99383
N 3.54489 1.87367 -5.16066
O 4.01640 1.87978 -6.27787
O 3.67992 2.75389 -4.33880
H 2.15277 1.55850 -2.89281
H 3.18932 -0.35670 -6.59144
H 0.69769 -2.37770 -3.73843
C 0.20295 -3.17530 4.24625
Si 0.86656 -2.23801 2.69858
C 1.64625 -3.69155 1.72406
C 2.45721 -1.39915 3.37148
H 1.02150 -3.61401 4.82855
H -0.44874 -3.99197 3.92261
H -0.41420 -2.58091 4.93081
H 2.35532 -4.25117 2.34580
H 2.18398 -3.33193 0.84236
H 0.88673 -4.39487 1.37046
H 3.09678 -2.12821 3.88416
H 2.25627 -0.58197 4.06707
H 3.03871 -0.96693 2.55192
O -3.28282 -0.96438 -1.07376
C -3.12365 -0.06658 -1.87695
O -3.02661 1.19014 -1.47241
C -2.93022 -0.27857 -3.36605
N -2.86901 1.03292 -4.02719
C -4.11748 1.16937 -4.80233
C -4.47450 -0.25042 -5.23086
C -4.08530 -1.08671 -4.00676
H -1.97548 -0.80185 -3.45689
H -2.06388 1.08479 -4.63654
H -2.83983 1.69375 -2.31218
H -3.97641 1.86690 -5.62519
H -4.89393 1.57604 -4.14877
H -3.87611 -0.53955 -6.09723
H -5.52503 -0.36161 -5.49551
H -3.76657 -2.09333 -4.26468
H -4.91752 -1.17823 -3.30828

---

Stability, lowest: 2

---

--- 1 ---
24
Properties=species:S:1:pos:R:3 method="wB97M-V/def2-TZVPD" smiles=CCO.CO.O.O.O lumo_energy_ev=0.4 homo_energy_ev=-9.83 homo_lumo_gap_ev=10.19
C -16.13463 7.43002 -24.91048
C -14.64575 7.49193 -24.52020
O -13.92597 6.68141 -25.46166
H -16.45439 6.38912 -24.94533
H -16.26704 7.89129 -25.88884
H -16.78344 7.98282 -24.22926
H -14.53193 7.07935 -23.51685
H -14.29817 8.52032 -24.53017
H -14.31429 5.80264 -25.49246
C -11.98564 8.72360 -21.70461
O -10.67415 8.50517 -21.15430
H -12.60113 8.72923 -20.79955
H -12.00268 9.72774 -22.12545
H -12.34473 7.95754 -22.38940
H -10.70118 8.31241 -20.21513
O -11.20520 6.45049 -25.30239
H -10.77335 7.10670 -24.73351
H -12.14515 6.72750 -25.35495
O -9.51816 8.36795 -23.82870
H -9.89714 8.13032 -22.96716
H -8.57295 8.43077 -23.66540
O -10.65314 7.44257 -18.43044
H -10.79186 7.24997 -17.49772
H -10.16830 6.68011 -18.76916

---

--- 2 ---
24
Properties=species:S:1:pos:R:3 method="wB97M-V/def2-TZVPD" smiles=CCCO.O.O.O.O lumo_energy_ev=0.5 homo_energy_ev=-10.17 homo_lumo_gap_ev=10.67
C -1.30137 -0.10806 2.75943
C -1.89579 -0.17696 1.27810
C -1.83581 1.24768 0.69884
O -2.20754 1.12494 -0.62252
H -1.89937 0.57396 3.34370
H -1.13768 -1.06675 3.40328
H -0.28038 0.36288 2.80176
H -2.96160 -0.58002 1.24231
H -1.46845 -0.84131 0.48255
H -0.87642 1.70661 0.95083
H -2.59358 1.90768 1.02671
H -2.30975 1.89415 -1.12961
O -1.11898 -2.06944 -2.05144
H -0.60978 -2.61914 -1.50547
H -1.62561 -1.42106 -1.53616
O 2.79375 -0.45684 -2.34954
H 2.94727 -0.13962 -3.23506
H 1.92035 -0.74968 -2.31906
O 3.15128 -0.67060 0.74500
H 2.41677 -1.04755 0.20937
H 3.43306 -0.07454 0.07945
O 1.36992 1.26475 0.12282
H 1.51601 2.10084 0.38023
H 1.81959 0.67521 0.63246

---

Stability, lowest: 2

---

--- 1 ---
9
Properties=species:S:1:pos:R:3 method="wB97M-V/def2-TZVPD" lumo_energy_ev="0.0 / 0.1" homo_energy_ev="-8.24 / -9.00" homo_lumo_gap_ev="8.26 / 9.11"
N 1.32673 -0.79425 0.24314
N 0.48914 -0.07427 -0.44431
Si -0.95225 0.79115 0.02950
H 1.29224 -1.04590 1.22381
H 2.22683 -0.68046 -0.07734
H -0.43171 -1.38936 -1.58764
H -1.05231 1.87088 -0.91927
H -0.62140 0.98015 1.57763
H -2.27728 0.34206 -0.04552

---

--- 2 ---
9
Properties=species:S:1:pos:R:3 method="wB97M-V/def2-TZVPD" smiles=NN[SiH3] lumo_energy_ev=1.0 homo_energy_ev=-9.12 homo_lumo_gap_ev=10.14
N 1.59655 -0.39591 -0.08988
N 0.36194 0.29906 0.29428
Si -1.25634 -0.21691 0.08495
H 2.32935 -0.12863 0.47507
H 1.87213 -0.23469 -1.01111
H 0.41660 1.37139 0.30908
H -1.96934 0.05530 1.29263
H -1.55415 -1.46938 -0.33318
H -1.79674 0.71975 -1.02185

---

Stability, lowest: 1

---

--- 1 ---
11
Properties=species:S:1:pos:R:3 method="wB97M-V/def2-TZVPD" lumo_energy_ev=0.3 homo_energy_ev=-9.19 homo_lumo_gap_ev=9.48
C 0.04018 -0.44704 -0.07613
H -0.30188 -1.20798 -2.27479
H 0.46035 0.72322 2.63204
H 1.79924 -1.17285 0.32226
N -0.90977 -0.02475 -0.81798
N -1.18955 1.31217 -0.62079
N -0.60833 1.63255 0.42986
N -0.09455 0.48730 0.93953
N 1.04794 -1.27424 -0.34844
O -1.34396 -0.49648 -1.97487
O 1.10033 0.46811 1.78930

---

--- 2 ---
11
Properties=species:S:1:pos:R:3 method="wB97M-V/def2-TZVPD" smiles="Nn1onn/c1=N/O" lumo_energy_ev=-0.7 homo_energy_ev=-9.23 homo_lumo_gap_ev=8.53
N -0.01503 1.63289 0.26561
N 0.58778 0.52021 -0.43368
O 1.91130 0.24684 -0.18042
N 2.11747 -1.20700 -0.19980
N 1.03494 -1.73913 0.18286
C 0.01624 -0.77397 0.09013
N -1.20049 -1.21853 0.25887
O -2.19243 -0.34829 -0.33652
H 0.34627 1.64843 1.16539
H 0.29683 2.44354 -0.27884
H -2.90288 -1.20499 -0.53360

---

Stability, lowest: 1